Below is a structure of composition C25H33N5O5 at a distorted geometry, with properties calculated with the ωB97M-V functional and the def2-TZVPD basis.

XYZ file:
```
68
Properties=species:S:1:pos:R:3:forces:R:3
C 2.4612 2.3149 -3.4132 -1.75 -0.13 -1.44
C 2.6768 1.1305 -2.5005 6.78 2.12 -1.42
C 2.7724 1.4302 -0.9871 0.61 13.96 -11.55
H 3.3679 2.4561 -1.0279 -0.36 -1.82 0.36
H 3.3169 0.8121 -0.7400 9.03 -11.02 6.19
C 1.5863 1.7254 -0.4951 -5.81 3.07 6.74
N 1.0103 0.5245 -0.3356 -8.70 -10.60 -0.47
C -0.2523 -0.1265 -1.1222 3.90 3.29 1.06
O -0.6511 -1.2681 -1.0954 0.25 1.47 0.17
C -0.9715 1.0336 -1.9065 3.87 -4.42 4.90
N -1.5340 1.7232 -0.9660 -3.95 7.58 3.88
C -2.5601 1.4540 -0.2010 0.04 9.26 1.58
C -3.3356 0.5472 0.1319 -1.41 -11.29 3.36
C -4.1452 0.5124 1.3382 0.84 6.47 -3.87
C -4.5611 1.7606 1.7468 3.32 1.15 0.31
C -3.7200 3.0359 1.4684 -3.45 -2.60 0.03
C -2.8944 3.0378 0.4310 -0.64 -5.97 1.01
N -1.9990 3.8650 -0.1367 -1.97 -0.98 0.88
N -1.4498 3.1143 -0.9141 8.03 0.75 -6.38
H -3.9782 3.9288 1.9723 -0.29 0.77 0.61
H -5.2676 1.7952 2.5191 -0.87 0.46 1.13
H -4.4876 -0.3548 1.6631 -1.79 -3.63 1.44
H -2.9041 -0.5919 -0.0707 -1.31 2.72 -0.19
H -1.4881 0.4529 -2.4178 -6.56 -4.75 -4.39
H -0.4134 1.3000 -2.6249 4.78 4.01 -4.40
C 1.3217 -0.5263 0.7936 1.81 4.94 -3.31
C 0.2232 -0.8694 1.5239 -2.31 -8.71 1.43
C -0.1056 -2.5072 1.8468 13.43 6.43 -12.11
C -0.9981 -2.6844 2.5741 -12.45 -3.06 9.19
C -1.8428 -1.7148 3.3159 -1.45 -11.64 0.00
C -1.5447 -0.5617 3.1847 2.29 15.24 0.41
C -0.5356 -0.1119 2.2189 -1.07 3.54 3.08
O -0.0828 1.2140 2.2086 -0.46 0.39 -1.14
C -0.6320 2.3141 2.9146 -3.87 -13.67 7.66
H -1.6752 2.3934 2.8101 -1.44 -0.13 0.02
H -0.3819 1.8505 4.2049 -0.83 2.51 -3.40
H -0.2500 3.0701 2.6437 5.98 10.22 -3.24
H -1.8893 0.4084 3.8554 0.26 -2.95 -1.82
O -2.8506 -2.2897 4.0607 2.31 -1.12 -2.10
C -3.4722 -1.4325 4.8361 -1.33 6.97 1.62
H -4.1022 -0.4473 4.2561 2.01 -2.53 0.97
H -2.7494 -0.7994 5.6138 -1.83 -1.94 -1.64
H -4.3032 -1.9054 5.2456 -1.01 -0.93 1.49
H -1.3594 -3.6632 2.6047 -0.69 -1.76 0.77
H 0.5183 -3.2303 1.1602 -1.57 1.31 1.89
C 2.1973 -1.5155 0.2356 4.80 -0.32 0.74
O 3.4429 -1.5219 0.5583 -2.89 -0.27 -0.73
N 1.6865 -2.2671 -0.6771 2.24 -5.52 -3.80
H 0.7409 -2.4025 -0.9990 0.01 0.81 0.62
C 2.6982 -3.4871 -1.4471 -3.13 1.36 4.95
C 3.0615 -2.9141 -2.7262 3.49 2.61 -1.85
O 1.9752 -2.5323 -3.5498 -2.24 -1.14 5.10
C 2.2233 -2.0928 -4.7369 9.56 1.65 -1.63
H 3.0866 -1.0375 -4.7066 -2.12 -2.29 0.23
H 1.4914 -1.6281 -5.2522 -2.82 0.37 -1.83
H 3.0604 -2.8136 -5.1805 -2.28 1.14 -0.54
H 3.6765 -3.6078 -3.3285 -0.08 -0.17 0.23
H 3.8426 -1.9884 -2.5458 -2.09 -1.76 -0.47
H 1.9343 -4.3504 -1.5572 1.57 1.21 0.44
H 3.4889 -3.5347 -0.5335 -1.50 -0.27 -2.85
H 1.9034 0.1496 1.3196 1.67 0.84 1.93
H 1.6794 2.1150 0.6378 -0.29 0.08 -2.16
H 0.8318 2.3206 -1.0075 0.88 0.85 -0.30
H 3.9315 0.7200 -2.9603 -3.81 0.75 1.71
H 2.0434 0.4079 -2.7224 -2.80 -3.75 -0.86
H 1.5107 2.8480 -3.1671 0.67 -0.05 0.00
H 2.3257 2.0437 -4.5350 0.48 0.19 1.88
H 3.3006 2.9685 -3.3071 0.31 0.73 -0.14
```
Forces are in eV/Å.

The value obtained for the strongest force on any atom is 19.198 eV/A. As for the charge: 0. The value obtained for the total energy is -1621.4990 Ha. For the orbital gap, the calculation gives 8.4 eV. The energy relative to the best compared isomer or geometry (same formula, charge and spin) comes out at 603.4 kcal/mol.


Below is a structure of composition C25H33N5O5S, with properties calculated with the ωB97M-V functional and the def2-TZVPD basis.

XYZ file:
```
69
Properties=species:S:1:pos:R:3:forces:R:3
C 3.8177 1.9228 -2.7639 0.08 -0.11 -0.24
H 4.0515 0.8543 -2.7699 -0.03 0.05 -0.01
O 3.2217 2.3028 -1.5445 -0.17 0.06 0.30
C 2.0683 1.6897 -1.1756 -0.04 0.02 0.09
C 1.3048 0.8583 -1.9782 0.15 0.30 0.01
C 0.1738 0.2327 -1.4768 -0.20 0.13 0.24
C -0.2042 0.4257 -0.1609 0.23 0.29 -0.26
C 0.5002 1.3369 0.6274 0.05 0.17 -0.04
C 1.6431 1.9478 0.1481 0.07 0.10 -0.11
O 2.4408 2.7828 0.8696 0.00 -0.16 -0.37
C 2.1804 2.9291 2.2443 -0.09 0.02 0.21
H 2.1880 1.9618 2.7575 -0.01 0.05 -0.03
H 2.9855 3.5528 2.6296 -0.07 -0.03 0.03
H 1.2240 3.4322 2.4243 0.02 -0.02 -0.01
H 0.1792 1.5122 1.6430 0.03 0.02 0.10
C -1.3964 -0.3126 0.4118 0.07 0.29 -0.07
N -1.3454 -1.7536 0.2217 -0.19 0.20 -0.01
C -0.1829 -2.4478 0.1460 0.22 0.17 -0.03
O -0.1012 -3.5887 -0.2809 -0.10 -0.19 -0.16
C 1.0398 -1.7652 0.6243 0.77 -0.04 0.54
C 2.2110 -1.6070 -0.1000 -0.51 0.02 0.44
N 2.4007 -1.9692 -1.3900 0.14 -0.25 -0.37
H 1.8247 -2.7138 -1.7463 0.05 -0.06 0.04
H 3.3534 -1.8853 -1.7188 -0.13 -0.05 -0.04
C 3.1578 -0.8755 0.6803 -0.82 -0.26 0.29
N 2.7797 -0.5936 1.9114 0.42 0.17 0.15
S 1.2811 -1.1393 2.2125 0.13 -0.46 -0.61
C 4.4546 -0.4167 0.1450 0.44 0.30 0.28
O 4.8485 -0.7299 -0.9690 -0.02 -0.10 -0.24
N 5.1518 0.3697 0.9835 0.15 0.10 0.10
H 4.7407 0.6393 1.8601 0.00 0.02 0.01
H 6.0075 0.7948 0.6699 -0.07 -0.05 -0.03
C -2.6110 -2.4697 0.0894 -0.13 -0.33 0.00
H -3.3959 -1.7402 0.2990 0.09 -0.11 -0.03
C -2.8446 -3.0853 -1.3072 -0.07 -0.03 -0.13
C -3.1799 -4.5586 -1.0608 -0.08 0.02 -0.06
C -3.7022 -4.5893 0.3730 0.13 -0.07 0.04
H -4.7244 -4.2071 0.4122 -0.09 -0.02 0.02
H -3.6872 -5.5885 0.8055 -0.09 -0.03 0.05
C -2.7555 -3.6312 1.0866 -0.13 0.06 0.09
H -1.7930 -4.1183 1.2317 -0.01 -0.02 0.04
H -3.1297 -3.2941 2.0535 0.02 0.03 0.05
H -2.2684 -5.1528 -1.1217 0.01 -0.06 -0.03
H -3.9003 -4.9452 -1.7800 0.02 -0.07 -0.05
H -1.9563 -2.9783 -1.9245 -0.03 0.08 -0.05
H -3.6602 -2.5621 -1.8037 0.00 0.02 -0.02
H -1.4995 -0.0879 1.4850 0.00 0.14 -0.18
C -2.5537 0.3466 -0.3651 -0.04 -0.02 0.55
O -2.9465 -0.0318 -1.4448 0.01 -0.27 -0.35
N -3.0302 1.4443 0.2590 -0.13 0.09 0.25
H -2.5894 1.7643 1.1070 0.10 -0.16 -0.01
C -3.9320 2.3777 -0.3852 -0.11 -0.13 -0.21
H -4.3475 1.8376 -1.2381 0.04 0.09 0.13
C -5.0212 2.8421 0.5928 0.06 0.02 0.07
C -4.4993 4.1662 1.1440 -0.16 0.07 -0.14
H -5.2864 4.7734 1.5876 0.02 0.02 0.12
C -3.8770 4.8192 -0.0872 0.09 0.03 0.08
H -3.1802 5.6162 0.1669 -0.02 0.09 -0.05
H -4.6655 5.2418 -0.7109 -0.04 0.07 -0.01
C -3.1906 3.6621 -0.8210 -0.06 0.09 -0.10
H -3.2203 3.7921 -1.9005 0.09 -0.01 -0.06
H -2.1416 3.5870 -0.5286 0.03 -0.02 -0.04
H -3.7354 3.9882 1.9034 0.06 0.01 0.10
H -5.2069 2.0985 1.3666 -0.09 -0.07 -0.05
H -5.9509 3.0117 0.0500 -0.07 0.02 -0.02
H -0.3991 -0.4310 -2.1044 -0.06 -0.12 -0.11
H 1.6000 0.6625 -2.9952 0.09 -0.02 -0.10
H 4.7420 2.4949 -2.8250 -0.05 -0.05 -0.05
H 3.1835 2.1719 -3.6204 0.01 0.01 0.03
```
Forces are in eV/Å.

The value obtained for the strongest force on any atom is 0.942 eV/A. As for the charge: 0. The value obtained for the total energy is -2020.6699 Ha. For the orbital gap, the calculation gives 7.9 eV.